1.
Entry from OMol25: an isolated molecule of CH3N3O3 in a non-equilibrium geometry (ωB97M-V/def2-TZVPD).

Its lowest unoccupied orbital energy is -0.3865 eV. As for the energy above the lowest of the compared OMol25 structures with the same formula, charge and spin: 84.96 kcal per mole. The value obtained for the frontier orbital gap is 0.36840 Ha. Its SMILES is [H]/N=[N+](\[O-])NOC=O. The calculation puts the HOMO energy at -10.411 eV. The calculation puts the largest force on an atom at 6.374 eV/Å.

Structure (XYZ):
```
10
CH3N3O3 ωB97M-V/def2-TZVPD
C 1.009 -1.107 0.868
N -1.250 0.573 -1.391
N -0.664 0.476 0.760
N -0.358 0.921 -0.567
O 0.734 -1.446 -0.222
O 0.848 1.654 -0.775
O 0.376 -0.143 1.475
H 1.785 -1.497 1.566
H -0.921 0.746 -2.343
H -1.559 -0.178 0.628
```

=====

2.
Entry from OMol25: a cluster of 2 separate species, CH3N3S in total in a non-equilibrium geometry (ωB97M-V/def2-TZVPD).

Its lowest unoccupied orbital energy is -0.6686 eV. As for the energy above the lowest of the compared OMol25 structures with the same formula, charge and spin: 31.31 kcal per mole. The value obtained for the frontier orbital gap is 0.31288 Ha. The calculation puts the HOMO energy at -9.183 eV. The calculation puts the largest force on an atom at 2.644 eV/Å.

Structure (XYZ):
```
8
CH3N3S ωB97M-V/def2-TZVPD
C 1.419 0.627 -0.053
N -1.360 0.801 -0.781
N -1.551 -0.151 -0.213
N -1.812 -1.198 0.291
S 1.622 -0.886 0.501
H 1.743 0.797 -1.163
H 1.104 1.563 0.472
H -1.164 -1.554 0.946
```

=====

3.
Entry from OMol25: an isolated molecule of CH3N3S2 in a non-equilibrium geometry (ωB97M-V/def2-TZVPD).

Its lowest unoccupied orbital energy (spin up / spin down) is -0.8570 / -0.8529 eV. As for the energy above the lowest of the compared OMol25 structures with the same formula, charge and spin: 41.24 kcal per mole. The value obtained for the frontier orbital gap (spin up / spin down) is 0.25059 / 0.25082 Ha. The calculation puts the HOMO energy (spin up / spin down) at -7.676 / -7.678 eV. The calculation puts the largest force on an atom at 3.539 eV/Å.

Structure (XYZ):
```
9
CH3N3S2 ωB97M-V/def2-TZVPD
C -0.482 -1.373 -0.508
N 0.655 -0.838 -0.533
N 1.153 0.290 -0.322
N 1.118 0.964 0.809
S -1.996 -0.573 -0.667
S -1.469 1.316 -0.640
H -0.414 -2.492 -0.400
H 1.075 2.046 0.766
H 0.360 0.659 1.495
```

=====

4.
Entry from OMol25: a cluster of 2 separate species, CH3N3S2 in total in a non-equilibrium geometry (ωB97M-V/def2-TZVPD).

Its lowest unoccupied orbital energy is -0.7935 eV. As for the energy above the lowest of the compared OMol25 structures with the same formula, charge and spin: 73.30 kcal per mole. The value obtained for the frontier orbital gap is 0.32825 Ha. The calculation puts the HOMO energy at -9.726 eV. The calculation puts the largest force on an atom at 4.378 eV/Å.

Structure (XYZ):
```
9
CH3N3S2 ωB97M-V/def2-TZVPD
C 0.920 -0.865 -0.548
N -0.238 2.118 0.390
N -0.954 1.285 0.158
N -1.910 0.573 0.167
S 2.107 -0.638 0.570
S 3.105 1.153 -0.112
H 0.665 -1.852 -0.218
H -1.816 -0.402 -0.251
H 2.231 1.970 0.235
```

=====

5.
Entry from OMol25: a cluster of 2 separate species, CH3N3S2 in total in a non-equilibrium geometry (ωB97M-V/def2-TZVPD).

Its lowest unoccupied orbital energy (spin up / spin down) is -0.4140 / -1.3909 eV. As for the energy above the lowest of the compared OMol25 structures with the same formula, charge and spin: 18.26 kcal per mole. The value obtained for the frontier orbital gap (spin up / spin down) is 0.25001 / 0.31170 Ha. The spin multiplicity is 3. The calculation puts the HOMO energy (spin up / spin down) at -7.217 / -9.873 eV. The calculation puts the largest force on an atom at 2.062 eV/Å.

Structure (XYZ):
```
9
CH3N3S2 ωB97M-V/def2-TZVPD
C -0.241 -1.673 -0.220
N 0.476 -0.828 0.404
N 0.782 0.313 -0.160
N -0.420 1.660 0.957
S -0.695 -1.356 -1.869
S 0.524 0.448 -1.749
H -0.389 -2.589 0.238
H -0.158 2.583 0.616
H 0.120 1.443 1.783
```

=====

6.
Entry from OMol25: a cluster of 2 separate species, CH3N4 in total in a non-equilibrium geometry (ωB97M-V/def2-TZVPD).

Its lowest unoccupied orbital energy is -4.9045 eV. As for the energy above the lowest of the compared OMol25 structures with the same formula, charge and spin: 5.78 kcal per mole. The value obtained for the frontier orbital gap is 0.46200 Ha. The net charge is +1. The calculation puts the HOMO energy at -17.476 eV. The calculation puts the largest force on an atom at 3.407 eV/Å.

Structure (XYZ):
```
8
CH3N4 ωB97M-V/def2-TZVPD
C -0.946 -0.358 0.269
N 3.477 0.663 -0.377
N 2.697 -0.030 0.003
N -0.553 -1.333 0.694
N -1.437 0.643 -0.400
H -0.070 -1.975 1.220
H -1.475 0.829 -1.409
H -1.692 1.561 0.000
```